{
  "formula": "C5H6O",
  "method": "ωB97M-V/def2-TZVPD",
  "symbols": ["C", "C", "C", "C", "C", "O", "H", "H", "H", "H", "H", "H"],
  "coordinates": [[2.32132, -0.71752, -0.20151], [1.24097, -0.33566, 0.17468], [-0.14122, 0.12527, 0.20929], [-1.18856, -1.02285, 0.12992], [-0.21096, 1.59915, -0.20692], [-0.64811, 1.14725, 1.04766], [3.29851, -1.02602, -0.50149], [-0.71879, -2.01584, 0.16823], [-1.85467, -0.99963, -0.73562], [-1.82114, -0.94969, 1.02710], [-0.85013, 1.83179, -1.05277], [0.57280, 2.36375, -0.05855]],
  "forces_ev_per_angstrom": [[-0.287, 0.135, 0.380], [0.487, -0.111, 0.164], [0.173, 0.116, -0.170], [0.070, 0.175, -0.205], [-0.216, -0.309, -0.310], [-0.005, 0.117, 0.599], [-0.172, -0.006, 0.101], [0.102, 0.449, -0.196], [0.183, 0.189, -0.025], [0.246, 0.163, -0.282], [-0.834, 0.112, 0.506], [0.255, -1.030, -0.561]],
  "spin_multiplicity": 1,
  "homo_ev": -9.5,
  "total_energy_ha": -269.21348,
  "relative_energy_kj_mol": 348.6,
  "charge": 0,
  "smiles": "C#C[C@]1(C)CO1",
  "homo_lumo_gap_ev": 10.577
}